{
  "formula": "ClNa2O4S",
  "method": "ωB97M-V with the def2-TZVPD basis set",
  "symbols": ["Na", "Na", "S", "O", "O", "O", "O", "Cl"],
  "xyz": [[1.02382, 0.44821, -2.62923], [-0.38354, -0.05220, -0.95333], [0.01383, -0.39233, 1.01693], [0.97095, -0.96931, 0.06334], [-0.85456, -1.51947, 1.64798], [0.96375, 0.18789, 2.05709], [-1.10009, 0.51187, 0.67077], [-0.63420, 1.78533, -1.87357]],
  "e_tot_ev": -40380.19514,
  "charge": -1,
  "orbital_gap_ev": 4.3,
  "max_force_ha_per_bohr": 0.29667
}